(1)
This record from the Open Molecules 2025 dataset describes a gas-phase ion, C6H17N3 (charge +2) at a distorted geometry. The level of theory is ωB97M-V/def2-TZVPD.

Atoms and positions in Å:
C (-0.675, 1.864, 2.068)
N (0.639, 1.701, 1.324)
C (0.844, 0.221, 0.705)
N (2.146, -0.013, 0.441)
C (0.008, -0.018, -0.575)
C (-0.583, 1.216, -1.284)
C (-0.302, -1.331, -0.911)
C (0.086, -2.456, -0.008)
N (-1.111, -1.653, -2.131)
H (-1.529, 1.403, 1.560)
H (-0.597, 1.235, 2.893)
H (-0.846, 2.933, 2.299)
H (1.367, 1.652, 2.009)
H (0.680, 2.358, 0.659)
H (0.543, -0.431, 1.588)
H (2.482, 0.402, -0.425)
H (2.772, -0.204, 1.181)
H (-1.474, 1.592, -0.881)
H (-0.850, 0.906, -2.317)
H (0.315, 1.909, -1.363)
H (-0.427, -3.335, -0.246)
H (1.096, -2.730, 0.027)
H (-0.322, -2.126, 0.897)
H (-1.027, -0.973, -2.925)
H (-2.131, -1.574, -1.838)
H (-1.105, -2.548, -2.750)

The calculation puts the highest occupied orbital energy at -17.54 eV. For the energy relative to the best compared isomer or geometry (same formula, charge and spin), the calculation gives 6.3 kcal/mol. As for the largest force on an atom: 0.116 Eh/bohr. The value obtained for the total energy is -10949.8146 eV. As for the net charge: +2. As for the SMILES: C[NH2+][C@H](N)/C(C)=C(\C)[NH3+]. The value obtained for the orbital gap is 10.74 eV.

Charges per atom according to Löwdin partitioning, unit e: 0.036 0.100 -0.322 0.125 -0.135 0.002 -0.186 0.005 0.214 0.105 0.079 0.132 0.165 0.089 0.176 0.139 0.118 0.073 0.086 0.123 0.085 0.096 0.077 0.171 0.211 0.236

=====

(2)
This record from the Open Molecules 2025 dataset describes a molecular structure, C21H27CsN4O5SSi at a distorted geometry. The level of theory is ωB97M-V/def2-TZVPD.

Atoms and positions in Å:
Cs (-1.089, 0.038, 1.521)
O (-5.812, -0.780, -1.186)
C (-4.814, -0.011, -0.686)
O (-3.783, 0.152, -1.272)
C (-5.177, 0.590, 0.653)
O (-4.051, 0.531, 1.471)
C (-4.234, 1.163, 2.724)
C (-3.014, 0.821, 3.662)
O (-2.700, 1.700, 4.468)
O (-2.520, -0.309, 3.490)
H (-5.503, -1.135, -2.032)
H (-6.025, 0.044, 1.088)
H (-5.492, 1.633, 0.486)
H (-5.143, 0.787, 3.216)
H (-4.329, 2.248, 2.606)
S (1.710, -0.213, 0.271)
C (1.742, -1.892, -0.173)
N (2.847, -2.567, -0.353)
N (3.975, -1.861, -0.152)
C (5.197, -2.440, -0.085)
C (5.367, -3.819, -0.321)
C (6.624, -4.383, -0.282)
C (7.749, -3.612, -0.007)
C (7.586, -2.252, 0.228)
C (6.337, -1.666, 0.193)
N (0.507, -2.471, -0.275)
N (0.390, -3.513, -0.985)
C (-0.893, -4.008, -1.093)
C (-1.036, -5.358, -1.449)
C (-2.287, -5.921, -1.598)
C (-3.432, -5.157, -1.414)
C (-3.304, -3.807, -1.107)
C (-2.059, -3.236, -0.951)
H (3.812, -0.880, 0.112)
H (4.480, -4.400, -0.524)
H (6.736, -5.445, -0.467)
H (8.733, -4.062, 0.018)
H (8.457, -1.644, 0.442)
H (6.222, -0.606, 0.382)
H (-0.137, -5.942, -1.592)
H (-2.387, -6.967, -1.866)
H (-4.412, -5.607, -1.510)
H (-4.193, -3.199, -0.987)
H (-1.959, -2.180, -0.751)
C (-1.076, 6.595, 0.859)
Si (-0.022, 5.477, -0.281)
C (1.727, 5.497, 0.533)
C (0.286, 6.483, -1.893)
C (-0.900, 3.944, -0.627)
H (-0.615, 7.564, 1.061)
H (-1.237, 6.094, 1.815)
H (-2.056, 6.771, 0.414)
H (2.168, 6.498, 0.585)
H (2.411, 4.864, -0.035)
H (1.684, 5.096, 1.547)
H (0.743, 7.461, -1.713)
H (-0.653, 6.639, -2.425)
H (0.945, 5.922, -2.559)
H (-1.621, 3.547, 0.083)
H (-0.473, 3.185, -1.277)

The calculation puts the highest occupied orbital energy at 0.12 eV. For the energy relative to the best compared isomer or geometry (same formula, charge and spin), the calculation gives 34.4 kcal/mol. As for the largest force on an atom: 0.057 Eh/bohr. The value obtained for the total energy is -57672.9984 eV. As for the net charge: -2. The value obtained for the orbital gap is 3.46 eV.

Charges per atom according to Löwdin partitioning, unit e: 1.149 0.085 -0.482 0.133 -0.140 -0.233 -0.136 -0.823 -0.024 -0.381 0.118 0.133 0.149 0.121 0.126 0.358 -0.882 0.026 -0.046 -0.251 -0.041 -0.125 -0.147 -0.129 -0.041 -0.011 0.071 -0.265 -0.037 -0.112 -0.108 -0.086 -0.013 0.024 0.091 0.090 0.079 0.090 0.107 0.103 0.092 0.091 0.092 0.082 -0.226 0.303 -0.237 -0.238 -0.280 0.000 0.008 0.002 -0.005 0.003 0.002 -0.005 -0.003 0.002 -0.118 -0.101

=====

(3)
This record from the Open Molecules 2025 dataset describes a single C3H5NS molecule at a distorted geometry. The level of theory is ωB97M-V/def2-TZVPD.

Atoms and positions in Å:
S (0.238, -0.609, -1.924)
C (0.140, 0.264, -0.551)
N (-0.555, 0.053, 0.673)
C (-0.391, 1.062, 1.710)
C (0.176, -0.280, 1.901)
H (0.640, 1.258, -0.545)
H (0.209, 1.944, 1.514)
H (-1.260, 1.298, 2.316)
H (1.257, -0.412, 1.835)
H (-0.317, -0.985, 2.593)

The calculation puts the highest occupied orbital energy at -8.79 eV. For the energy relative to the best compared isomer or geometry (same formula, charge and spin), the calculation gives 39.2 kcal/mol. As for the largest force on an atom: 0.027 Eh/bohr. The value obtained for the total energy is -15515.1711 eV. As for the net charge: 0. As for the SMILES: S=CN1CC1. The value obtained for the orbital gap is 8.71 eV.

Charges per atom according to Löwdin partitioning, unit e: 0.640 -0.717 -0.132 -0.157 -0.124 0.057 0.105 0.104 0.111 0.113

=====

Q: highest occupied orbital energy of number 3 (C3H5NS)?
A: -8.79 eV